Entry from the Open Molecules 2025 dataset: a single C19H23N3O5S molecule (ωB97M-V/def2-TZVPD).

The geometry in XYZ format:
```
51
Properties=species:S:1:pos:R:3:mulliken_charge:R:1
C 0.21020 6.75323 -1.20150 -0.678
H 0.87561 7.60789 -1.29444 0.226
H -0.58078 6.79825 -1.95334 0.296
H -0.25079 6.73120 -0.21163 0.293
O 1.01320 5.60103 -1.39789 -0.291
C 0.36639 4.42209 -1.32765 0.485
O -0.81784 4.34200 -1.11395 -0.617
C 1.26913 3.26935 -1.54534 -0.091
C 0.74955 1.98458 -1.43052 -0.515
C 1.56278 0.87829 -1.63028 0.525
C 2.90771 1.03630 -1.98160 1.101
C 3.41018 2.33104 -2.07799 -0.931
C 2.61581 3.43757 -1.86128 -0.788
H 3.02411 4.43194 -1.94547 0.468
H 4.44923 2.46617 -2.34140 0.356
C 3.78214 -0.13746 -2.27458 -1.636
H 4.70329 0.17873 -2.75696 0.446
H 3.26324 -0.84682 -2.91773 0.329
H 4.02589 -0.65654 -1.34781 0.294
N 0.97982 -0.40573 -1.50741 0.158
C 1.39436 -1.36647 -0.64920 0.816
O 2.40068 -1.31713 0.02474 -0.632
C 0.42106 -2.55002 -0.57317 -1.506
N -0.71613 -2.20264 0.26388 0.642
C -0.52060 -2.21824 1.66647 -0.202
C -0.37008 -3.45154 2.29595 -0.387
C -0.20491 -3.51641 3.66665 -0.790
C -0.19573 -2.35544 4.42205 -0.455
C -0.34252 -1.12935 3.79677 -0.910
C -0.49824 -1.05364 2.42305 0.170
H -0.60369 -0.09950 1.93371 0.587
H -0.32396 -0.22014 4.37847 0.417
H -0.06869 -2.40773 5.49275 0.412
H -0.08653 -4.47690 4.14593 0.415
H -0.38135 -4.35463 1.70334 0.432
S -1.85296 -1.16452 -0.39671 1.243
O -1.79172 -1.39882 -1.80915 -0.785
O -1.71517 0.18519 0.04733 -0.698
N -3.29202 -1.74760 0.15666 -0.124
C -3.53341 -3.12859 -0.18225 -0.895
H -3.14986 -3.28498 -1.18694 0.321
H -3.03514 -3.81313 0.51352 0.249
H -4.60635 -3.31882 -0.17003 0.348
C -3.71628 -1.33461 1.47255 -0.905
H -3.30043 -1.97242 2.26082 0.276
H -4.80540 -1.36689 1.51981 0.411
H -3.37951 -0.31179 1.61604 0.289
H 0.03686 -2.80823 -1.56072 0.453
H 0.93678 -3.40331 -0.12840 0.441
H 0.03195 -0.48530 -1.85903 0.336
H -0.28989 1.85049 -1.16611 0.603
```

As for the energy relative to the best compared isomer or geometry (same formula, charge and spin): 22.2 kcal/mol. The calculation puts the highest occupied orbital energy at -8.8 eV. The value obtained for the HOMO-LUMO gap is 0.348 Eh. The value obtained for the lowest unoccupied orbital energy is 0.6451 eV.



Entry from the Open Molecules 2025 dataset: a molecular structure, C19H23N5O4ReSi (ωB97M-V/def2-TZVPD).

The geometry in XYZ format:
```
53
Properties=species:S:1:pos:R:3:mulliken_charge:R:1
Re 1.04562 -0.77287 -0.26354 0.977
C 0.16088 -2.17000 3.10550 -1.415
C 0.45497 -0.72624 2.88164 0.663
C 0.35239 0.22891 3.89957 -0.591
C 0.63028 1.55755 3.65005 -0.620
C 1.01392 1.99337 2.37116 -0.878
C 1.09850 1.01745 1.42832 0.366
N 0.84594 -0.28692 1.68523 -0.116
N 1.36200 1.02378 0.02833 0.306
Si 1.71680 2.46264 -1.11173 0.059
C 3.25404 3.20295 -0.39641 -1.124
C 1.95786 1.66317 -2.76451 -1.031
C 0.23428 3.53566 -1.03038 -0.953
H 0.95004 -2.61835 3.71186 0.352
H 0.08102 -2.72002 2.16933 0.269
H -0.77422 -2.27761 3.65365 0.427
H 0.04274 -0.09413 4.88369 0.509
H 0.53449 2.27827 4.45161 0.472
H 1.21084 3.03149 2.14960 0.494
H 3.84401 2.47894 0.17109 0.351
H 3.03460 4.03552 0.27417 0.349
H 3.88505 3.59156 -1.19922 0.456
H 1.61016 0.62458 -2.80935 0.242
H 3.00401 1.67095 -3.07467 0.362
H 1.38376 2.19454 -3.52642 0.387
H -0.03507 3.82159 -0.01306 0.325
H -0.62347 3.02766 -1.47516 0.273
H 0.42177 4.45243 -1.59626 0.438
N 5.09724 -1.99114 -0.60644 0.002
C 4.49229 -3.22900 -0.56951 -0.462
C 3.17447 -2.99350 -0.39864 -0.330
N 2.97542 -1.60734 -0.32862 -0.026
C 4.17353 -1.04611 -0.46162 -0.220
H 6.08614 -1.81849 -0.71951 0.247
H 5.04956 -4.14437 -0.66467 0.410
H 2.36796 -3.70225 -0.30850 0.423
H 4.37802 0.01136 -0.45333 0.433
O -1.62191 0.96385 0.35517 -0.487
C -1.86008 -0.05949 -0.20941 0.983
O -0.77656 -0.88536 -0.61500 -0.300
C -3.16832 -0.55637 -0.65955 0.229
C -4.26311 0.29243 -0.49343 -0.559
C -5.52065 -0.12841 -0.88579 -0.560
C -5.64385 -1.39461 -1.42385 0.027
C -4.58053 -2.25823 -1.59746 -0.687
C -3.32333 -1.82613 -1.21418 -0.243
N -6.99498 -1.85122 -1.84171 0.999
O -7.09023 -2.99292 -2.23758 -0.577
O -7.91107 -1.07387 -1.69193 -0.574
H -4.12170 1.27403 -0.06290 0.482
H -6.39483 0.49755 -0.78617 0.519
H -4.75079 -3.23368 -2.02789 0.515
H -2.46991 -2.47357 -1.35157 0.408
```

As for the energy relative to the best compared isomer or geometry (same formula, charge and spin): 37.4 kcal/mol. The calculation puts the highest occupied orbital energy (alpha / beta) at -14.8 / -14.8 eV. The value obtained for the HOMO-LUMO gap (alpha / beta) is 0.260 / 0.258 Eh. The expectation value of S² is 0.77. The total charge is +2. The value obtained for the lowest unoccupied orbital energy (alpha / beta) is -7.7298 / -7.7804 eV. The spin multiplicity is 2.



Entry from the Open Molecules 2025 dataset: a molecular structure, C19H23N5O4ReSi (ωB97M-V/def2-TZVPD).

The geometry in XYZ format:
```
53
Properties=species:S:1:pos:R:3:mulliken_charge:R:1
Re 0.03775 -0.35789 -0.38994 1.797
C 3.46279 -1.50037 -1.43776 -1.253
C 2.31725 -2.46269 -1.41286 0.634
C 2.41089 -3.77176 -1.84260 -0.688
C 1.29634 -4.60357 -1.78481 -0.452
C 0.07043 -4.15964 -1.29473 -0.649
C 0.02235 -2.86045 -0.86010 0.631
N 1.12595 -2.05547 -0.92525 -0.106
N -0.99860 -2.05883 -0.34670 -0.003
Si -2.51909 -2.59440 0.48378 0.025
C -1.93403 -3.75142 1.81177 -0.961
C -3.17193 -0.99965 1.17195 -0.956
C -3.65450 -3.41775 -0.70677 -1.009
H 4.23197 -1.81776 -0.73132 0.326
H 3.14888 -0.48943 -1.18033 0.175
H 3.92385 -1.48314 -2.42494 0.434
H 3.35554 -4.13509 -2.22353 0.512
H 1.38011 -5.62340 -2.14023 0.459
H -0.80173 -4.79759 -1.26612 0.422
H -1.01887 -3.38287 2.28489 0.302
H -1.74199 -4.75209 1.41670 0.343
H -2.69840 -3.84693 2.58848 0.421
H -2.65153 -0.73467 2.09755 0.216
H -4.23525 -1.08534 1.41110 0.427
H -3.07178 -0.17163 0.46042 0.280
H -3.20465 -4.29267 -1.18042 0.351
H -3.99451 -2.73699 -1.49077 0.342
H -4.53581 -3.75955 -0.15529 0.350
N 0.68987 0.56209 3.59242 -0.005
C 1.45773 -0.58425 3.55366 -0.639
C 1.35808 -1.06275 2.29476 -0.313
N 0.52699 -0.20317 1.58254 -0.321
C 0.14333 0.77667 2.40101 -0.452
H 0.55847 1.15261 4.40171 0.251
H 1.99687 -0.95618 4.40879 0.416
H 1.80000 -1.93909 1.85309 0.537
H -0.51683 1.59114 2.15271 0.574
O -0.87817 1.49434 -0.35914 -0.690
C 0.21637 2.11644 -0.72168 1.003
O 1.21685 1.32957 -0.88250 -0.717
C 0.27505 3.54652 -0.89403 0.080
C -0.89685 4.30180 -0.78638 -0.400
C -0.83221 5.67335 -0.93056 -0.585
C 0.40271 6.24858 -1.16589 0.050
C 1.57364 5.52323 -1.28541 -0.623
C 1.50897 4.15073 -1.15238 -0.445
N 0.47776 7.73197 -1.28890 0.980
O 1.58500 8.21767 -1.31483 -0.555
O -0.56489 8.33732 -1.19800 -0.565
H -1.84492 3.81394 -0.60089 0.520
H -1.71231 6.29687 -0.86787 0.514
H 2.50457 6.03527 -1.48024 0.507
H 2.40248 3.54836 -1.24418 0.505
```

As for the energy relative to the best compared isomer or geometry (same formula, charge and spin): 2.6 kcal/mol. The calculation puts the highest occupied orbital energy (alpha / beta) at -14.8 / -15.2 eV. The value obtained for the HOMO-LUMO gap (alpha / beta) is 0.255 / 0.255 Eh. The expectation value of S² is 3.77. The total charge is +2. The value obtained for the lowest unoccupied orbital energy (alpha / beta) is -7.8572 / -8.2527 eV. The spin multiplicity is 4.